# C52H54BrN4NaO3

A molecular structure, C52H54BrN4NaO3 (the ωB97M-V functional and the def2-TZVPD basis, the OMol25 dataset).

```
115
Properties=species:S:1:pos:R:3:forces:R:3:mulliken_charge:R:1
Br 4.4691 -8.5791 -1.4689 -0.04 0.04 0.02 -0.743
Na -0.1726 -0.6653 -0.4232 -0.19 -0.10 0.08 0.759
O 1.7948 -1.7106 -0.8544 0.11 0.05 0.07 -0.134
O -0.1869 -1.3693 -2.5480 -0.01 -0.02 -0.04 -0.651
O 1.1291 -0.5756 -4.1792 0.01 0.01 -0.01 -0.791
N -4.4579 1.6595 0.7740 -0.02 0.03 0.02 -0.325
N -1.6451 0.1241 1.3440 0.14 0.03 -0.15 1.073
N 0.3321 2.3460 0.4119 -0.02 -0.05 -0.02 1.711
N 1.3767 -4.4197 -0.2107 0.00 0.09 -0.07 -0.331
C -1.2197 -0.2093 5.1961 -0.02 -0.01 0.01 -1.752
C -1.1734 1.5285 -2.8634 0.00 0.01 -0.02 -1.434
C 4.4792 1.3195 -0.9540 0.02 0.02 -0.03 -0.508
C 2.8542 -2.7307 -2.7639 -0.03 -0.03 0.00 -0.488
C -4.2242 3.1954 2.6055 0.01 0.02 0.01 -0.602
C 1.4627 3.1795 0.3544 -0.06 0.04 0.01 -0.462
C 3.5070 0.3245 -0.9843 -0.01 -0.03 0.01 -0.003
C -3.0954 -1.6270 -0.2601 -0.01 0.00 0.01 3.061
C 4.4032 -4.5499 -2.3922 -0.02 -0.01 -0.02 -0.575
C -4.5023 -2.1218 1.7553 -0.07 0.00 0.03 -0.492
C 2.2319 -4.9148 0.6859 -0.02 -0.04 0.01 -0.238
C 3.0513 -4.5175 -4.3693 -0.01 0.01 -0.01 -0.906
C -3.2452 1.2240 5.3000 0.01 -0.02 0.00 -1.877
C 1.9766 3.7718 -2.1036 0.00 0.01 0.03 -1.384
C -4.8053 -2.0287 3.1102 0.04 0.01 0.00 -1.572
C -2.2761 0.5116 4.3489 0.04 -0.03 -0.02 1.274
C 2.9832 5.0305 -0.2361 -0.01 -0.01 0.00 -2.218
C 2.4718 -3.3185 -3.9616 0.01 -0.02 -0.02 -0.251
C -2.8582 2.5394 -1.4794 -0.03 0.02 -0.02 0.072
C 3.8492 0.0653 -3.3421 0.01 0.01 -0.02 -0.386
C -2.4651 1.9944 -2.6957 0.02 -0.01 -0.03 -1.348
C -2.0939 -2.7830 -0.3873 -0.02 -0.02 0.03 -2.043
C 0.9209 -1.0957 -3.0735 0.02 0.01 -0.02 -0.741
C -4.2929 -1.8694 -1.1772 0.03 -0.02 0.02 -2.105
C 5.1388 1.6894 -2.1137 -0.01 -0.01 0.02 -0.643
C 0.4144 1.5018 1.5274 0.07 -0.02 0.02 1.231
C -1.8050 4.0894 1.6531 -0.01 -0.01 -0.02 0.260
C 2.1876 -1.4727 -2.2058 -0.01 0.09 0.04 3.552
C -2.6256 -0.5667 2.0026 0.02 -0.06 0.06 -0.997
C -2.2996 4.6015 2.8434 0.01 0.01 0.03 -0.964
C -0.4974 0.5055 1.9542 -0.04 0.01 0.12 -1.121
C 2.2289 2.8668 1.4533 0.05 0.03 -0.01 -0.631
C -3.5264 4.1585 3.3120 -0.01 -0.01 -0.03 -0.480
C 2.8112 -6.1716 0.5790 0.01 0.04 0.05 -0.478
C 1.7188 4.2768 -0.6698 0.01 0.00 -0.02 2.989
C -3.7203 2.6547 1.4222 -0.02 -0.01 -0.03 -0.078
C 3.1911 -0.3236 -2.1743 0.03 -0.02 0.01 -0.477
C -1.9873 2.6422 -0.3978 0.08 0.00 0.04 0.361
C 0.5685 5.2941 -0.7280 0.00 -0.02 0.02 -1.685
C -0.6593 2.2341 -0.6046 -0.05 0.05 -0.02 -0.487
C 1.6048 -6.4507 -1.4642 -0.06 0.03 -0.01 -0.527
C 4.8095 1.0624 -3.3113 0.01 0.00 -0.01 -0.795
C 4.0023 -5.1456 -3.5833 0.01 -0.01 0.04 -0.702
C 1.0745 -5.1827 -1.2639 0.00 -0.05 0.00 -0.038
C -2.5003 3.1408 0.9091 -0.02 0.01 0.00 0.098
C -3.4492 -1.4240 1.2003 0.03 0.00 -0.02 0.642
C 1.6101 1.8329 2.1769 -0.04 0.00 -0.01 -1.655
C -0.2774 1.6715 -1.8140 -0.04 0.05 0.05 -0.458
C 3.8438 -3.3475 -1.9973 0.03 -0.01 0.01 -0.342
C 2.4801 -6.9369 -0.5181 0.08 -0.09 -0.06 -0.610
C -4.0312 -1.1914 3.8936 -0.05 -0.01 -0.02 -0.437
C -2.9719 -0.4425 3.3855 -0.02 0.02 0.02 1.069
H -3.8819 2.8671 -1.3505 0.00 0.01 0.01 0.440
H -0.6812 0.4975 5.8340 0.01 0.00 0.01 0.395
H -1.2724 -2.6909 0.3299 0.00 0.00 -0.01 0.404
H -0.8487 1.0321 -3.7690 0.02 -0.01 0.01 0.474
H -1.6741 -2.8446 -1.3921 0.00 -0.01 0.00 0.299
H -1.7253 5.3332 3.3973 0.00 0.00 0.00 0.407
H -1.7855 1.2868 3.7586 0.03 0.01 -0.03 -0.057
H -0.3758 4.8214 -1.0014 0.00 0.00 -0.01 0.175
H -2.6191 -0.7066 -0.6108 0.01 0.01 0.00 -1.306
H 0.4381 5.7984 0.2324 0.02 0.00 -0.01 0.308
H 1.7149 -2.8430 -4.5721 0.00 -0.01 0.00 0.529
H 5.8968 2.4641 -2.0922 0.00 0.00 0.00 0.373
H -3.8653 1.0588 0.2139 0.02 -0.01 0.00 -0.221
H 0.3987 -4.7373 -1.9888 0.00 -0.01 0.00 0.501
H -4.7652 -2.8356 -0.9821 0.00 0.01 -0.01 0.452
H -0.8440 4.4268 1.2971 0.02 0.00 -0.02 0.242
H 5.1209 -5.0590 -1.7615 0.00 0.00 0.01 0.396
H -4.9588 1.0813 1.4360 0.00 -0.02 0.01 0.492
H -0.4936 -0.7448 4.5856 -0.02 0.01 0.05 0.378
H 3.5178 -6.5160 1.3249 0.00 0.00 0.00 0.412
H -2.5926 -3.7246 -0.1413 0.00 0.00 -0.03 0.587
H 4.4075 -6.1124 -3.8537 0.00 0.00 -0.01 0.409
H 1.0545 3.4935 -2.6076 0.02 0.01 -0.01 0.167
H -4.0965 1.6402 4.7644 0.00 -0.01 0.01 0.298
H -1.7078 -0.9474 5.8395 0.00 0.00 0.01 0.393
H 2.4355 4.5775 -2.6846 0.01 0.00 -0.01 0.667
H -3.1840 1.9088 -3.5014 -0.01 0.00 0.00 0.357
H 4.7049 1.8059 -0.0129 0.00 0.01 0.01 0.389
H -2.7273 2.0428 5.8059 0.00 0.00 0.00 0.399
H 3.1635 5.8567 -0.9277 0.00 0.00 0.00 0.487
H -5.6263 -2.5906 3.5382 0.00 0.00 0.00 0.343
H -3.9330 4.5438 4.2398 0.00 0.00 0.00 0.393
H 3.0077 0.0433 -0.0670 -0.01 -0.01 -0.01 0.279
H 2.6532 2.9173 -2.1126 0.00 -0.01 -0.01 -0.040
H 3.1599 3.3421 1.7159 0.00 0.01 -0.01 0.654
H 1.3544 -7.0136 -2.3551 0.00 0.00 0.00 0.420
H -4.2753 -1.0962 4.9462 0.01 0.00 -0.01 0.194
H -5.1011 -2.7690 1.1240 0.02 0.01 0.00 0.261
H 0.7929 6.0522 -1.4845 0.00 0.01 0.01 0.571
H 1.9639 1.3636 3.0811 0.00 0.00 0.00 0.513
H 2.8777 5.4394 0.7703 0.01 0.00 0.01 0.439
H -3.9570 -1.8727 -2.2160 -0.01 0.00 0.00 0.386
H 3.5936 -0.4244 -4.2712 0.00 0.00 0.00 0.485
H 2.4697 -4.2625 1.5223 0.01 0.00 0.00 0.402
H 0.7478 1.3321 -1.9214 -0.01 0.00 -0.05 0.969
H -5.0501 -1.0902 -1.0588 0.00 0.00 -0.01 0.417
H 3.8547 4.3735 -0.2594 0.00 0.01 0.00 0.301
H 4.1411 -2.8941 -1.0584 -0.01 0.01 -0.01 0.346
H 2.7273 -4.9761 -5.2966 0.00 0.00 0.00 0.384
H -0.1560 -0.0040 2.8521 -0.02 0.05 -0.03 -0.472
H -3.6225 0.5490 6.0727 0.00 0.01 0.00 0.493
H 5.3121 1.3481 -4.2282 0.00 0.00 0.00 0.356
H 1.5701 -2.6586 -0.7077 -0.01 -0.07 -0.03 0.023
H -5.1716 2.8223 2.9796 0.00 0.00 -0.01 0.452
```
Forces are in eV/Å.

Values from the calculation:
- Net charge: -2
- Electronic energy: -141366.48175 eV
- E_LUMO (spin up / spin down): 0.1310 / 0.1311 Eh
- Gap between HOMO and LUMO (spin up / spin down): 5.7 / 4.2 eV